# 1
This record from the OMol25 dataset describes a gas-phase ion, C3H3FNO2 (charge -1). The level of theory is wB97M-V/def2-TZVPD.

Element x y z (Å)
C  -0.5207  -0.6457  -1.4279
C  0.5734  -0.1797  0.8455
C  0.0264  0.3247  -0.4226
N  -0.6184  0.3862  1.5323
O  0.5066  -0.9436  -2.0986
O  -1.7182  -1.0543  -1.5044
F  -0.2852  1.7525  1.8211
H  0.2925  -1.2391  0.8216
H  1.5843  0.2681  1.1520
H  0.1592  1.3308  -0.7189

Properties
**Charge**: -1
**HOMO (spin up / spin down)**: -0.078 / -0.154 Ha
**2S+1**: 3

# 2
This record from the OMol25 dataset describes a molecular structure, C3H3FO2Rb. The level of theory is wB97M-V/def2-TZVPD.

Element x y z (Å)
H  0.2218  -1.5916  -2.4138
F  -0.7710  2.1487  3.1815
O  -0.7320  0.0535  0.1795
O  1.1069  -0.7726  -0.7138
C  -1.0635  -0.4439  -1.0474
C  0.0942  -0.8351  -1.6446
C  0.6492  0.1811  0.1703
H  -2.0958  -0.7452  -1.1902
H  1.0285  1.1626  -0.3735
Rb  1.5617  0.8424  3.8519

Properties
**HOMO (spin up / spin down)**: -0.289 / -0.289 Ha
**2S+1**: 2

# 3
This record from the OMol25 dataset describes 2 unconnected molecules or ions with the total composition C3H3FO3. The level of theory is wB97M-V/def2-TZVPD.

Element x y z (Å)
O  -1.6762  2.1131  -1.4723
C  -1.4502  1.0793  -1.0227
C  -1.1552  -0.0852  -0.4729
C  -0.4283  -0.2586  0.8193
O  -0.4776  -1.2454  1.4658
F  0.1410  0.8545  1.2898
H  -1.6848  -0.9154  -0.7080
O  2.0275  -0.3242  -0.2049
H  2.3813  -0.0585  0.6327
H  2.3225  -1.1593  -0.3268

Properties
**HOMO**: -0.371 Ha
**SMILES**: O=C=CC(=O)F.O

Electronic energy readings, ordered: -11457.39819, -10622.96417, -12018.64857 eV
Relative energy (zero: lowest compared OMol25 entry of this formula, charge and spin) readings, ordered: 136.5, 162.3, 54.7 kJ/mol